Run one
{
  "formula": "C2H2Br3P",
  "method": "the ωB97M-V functional and the def2-TZVPD basis",
  "spin_multiplicity": 1,
  "charge": 0,
  "orbital_gap_ha": [0.1885, 0.1885],
  "homo_ev": [-8.66, -8.66],
  "lumo_ev": [-3.53, -3.53],
  "symbols": ["C", "C", "P", "Br", "Br", "Br", "H", "H"],
  "xyz": [[0.2017, -0.0089, 0.5755], [1.3393, 0.1455, 1.5409], [0.8033, -1.6352, 1.3951], [2.9796, 0.9949, 1.0176], [5.2750, 1.0228, -0.7517], [2.2293, -2.8949, 0.1074], [-0.7823, 0.2459, 0.8909], [0.2301, 0.3814, -0.4511]]
}

Run two
{
  "formula": "C2H2Br3P",
  "method": "the ωB97M-V functional and the def2-TZVPD basis",
  "spin_multiplicity": 1,
  "smiles": "C#CP(Br)Br.Br",
  "charge": 0,
  "orbital_gap_ha": 0.3477,
  "homo_ev": -9.62,
  "lumo_ev": -0.15,
  "symbols": ["C", "C", "P", "Br", "Br", "Br", "H", "H"],
  "xyz": [[-0.5949, 0.9304, 0.2164], [0.2510, 0.4777, 0.9697], [1.5669, -0.4307, 1.7992], [-1.1194, 1.0730, -2.9953], [2.1244, -1.6450, 0.0668], [0.4712, -1.8214, 3.0924], [-1.5084, -0.2313, -2.8441], [-1.1908, 1.6472, -0.3052]]
}

Computed energies relative to the best structure, in hartree: run one 0.1045; run two 0.0000

Run one
{
  "formula": "C4H3I",
  "method": "the ωB97M-V functional and the def2-TZVPD basis",
  "spin_multiplicity": 1,
  "charge": 0,
  "orbital_gap_ha": 0.2962,
  "homo_ev": -8.57,
  "lumo_ev": -0.51,
  "symbols": ["C", "C", "C", "C", "I", "H", "H", "H"],
  "xyz": [[-1.7011, -0.6937, -0.4719], [0.7646, 0.2217, 0.3043], [-0.2110, -0.6566, -0.4416], [1.6341, 0.8405, 0.8540], [-2.6147, 0.7850, 0.4161], [0.2273, -1.7206, -0.6221], [-0.2835, -0.3271, -1.4307], [2.1843, 1.5508, 1.3918]]
}

Run two
{
  "formula": "C4H3I",
  "method": "the ωB97M-V functional and the def2-TZVPD basis",
  "spin_multiplicity": 1,
  "smiles": "ICC1=C=C1",
  "charge": 0,
  "orbital_gap_ha": 0.2754,
  "homo_ev": -9.40,
  "lumo_ev": -1.90,
  "symbols": ["C", "C", "C", "C", "I", "H", "H", "H"],
  "xyz": [[1.3338, -1.3019, -0.0162], [2.1734, -0.1655, -0.1755], [0.6305, -0.1311, -0.0885], [-0.6346, 0.6196, -0.2000], [-3.1627, -0.0307, 0.0159], [1.1282, -2.3451, 0.1333], [-0.7687, 0.7823, 0.8644], [-0.5916, 1.4492, -0.8909]]
}

Computed energies relative to the best structure, in hartree: run one 0.0040; run two 0.0000

Run one
{
  "formula": "C11H23ClNO2P2Pm",
  "method": "the ωB97M-V functional and the def2-TZVPD basis",
  "spin_multiplicity": 5,
  "charge": 2,
  "orbital_gap_ha": [0.2330, 0.2415],
  "homo_ev": [-13.99, -13.99],
  "s2": 6.007,
  "lumo_ev": [-7.65, -7.42],
  "symbols": ["Pm", "P", "C", "C", "N", "C", "C", "C", "C", "C", "P", "H", "H", "H", "H", "H", "H", "H", "H", "O", "H", "H", "O", "H", "C", "H", "H", "H", "C", "H", "H", "H", "C", "H", "H", "H", "C", "H", "H", "H", "Cl"],
  "xyz": [[0.2904, 1.3068, 0.9597], [2.2823, -0.7654, 1.5571], [2.2851, -0.7327, -0.3630], [1.0554, -1.3099, -0.9879], [-0.1441, -0.7633, -0.5971], [-1.3151, -1.2371, -1.1065], [-1.2913, -2.2338, -2.0791], [-0.0800, -2.7535, -2.5226], [1.1161, -2.2763, -1.9917], [-2.6044, -0.6629, -0.6046], [-2.4520, 0.9273, 0.2716], [2.1158, -2.6487, -2.2649], [-2.2251, -2.5674, -2.4649], [-0.0393, -3.5188, -3.2957], [-3.2893, -0.5493, -1.4440], [-3.0648, -1.3692, 0.0952], [2.2912, 0.6051, -0.6041], [3.2456, -1.1623, -0.7284], [0.6441, 3.5961, -0.4143], [1.9920, 1.7192, -0.5633], [2.2805, 2.3021, -1.3118], [0.1398, 3.1021, 1.8968], [-0.3376, 3.6393, -0.3521], [-0.4299, 4.5482, 0.1237], [-2.8552, 2.0641, -1.1097], [-3.9133, 1.9242, -1.3658], [-2.6857, 3.1083, -0.8142], [-2.2317, 1.8466, -1.9881], [-3.9587, 0.9746, 1.2523], [-3.8540, 1.7459, 2.0199], [-4.8244, 1.2051, 0.6276], [-4.1036, 0.0113, 1.7469], [2.1702, -2.5738, 1.8431], [3.1213, -3.0468, 1.5398], [2.0038, -2.6792, 2.9257], [1.3182, -2.9901, 1.2782], [4.0705, -0.4767, 1.8568], [4.1495, -0.2517, 2.9327], [4.6381, -1.3908, 1.6170], [4.4355, 0.3814, 1.2697], [0.0541, 2.9523, 3.1600]]
}

Run two
{
  "formula": "C11H23ClNO2P2Pm",
  "method": "the ωB97M-V functional and the def2-TZVPD basis",
  "spin_multiplicity": 5,
  "charge": 2,
  "orbital_gap_ha": [0.3275, 0.3428],
  "homo_ev": [-15.88, -15.88],
  "s2": 6.006,
  "lumo_ev": [-6.97, -6.55],
  "symbols": ["Pm", "P", "C", "C", "N", "C", "C", "C", "C", "C", "P", "H", "H", "H", "H", "H", "H", "H", "H", "O", "H", "H", "O", "H", "C", "H", "H", "H", "C", "H", "H", "H", "C", "H", "H", "H", "C", "H", "H", "H", "Cl"],
  "xyz": [[-0.9685, 0.7248, -0.2068], [0.3274, 0.9180, 2.2914], [1.3089, 2.2972, 1.4441], [2.1760, 1.8527, 0.2720], [1.5775, 1.0400, -0.6364], [2.2902, 0.5962, -1.7015], [3.5957, 1.0201, -1.9240], [4.1948, 1.9105, -1.0362], [3.4747, 2.3245, 0.0831], [1.6635, -0.3890, -2.6637], [-0.1824, -0.4452, -2.6318], [3.8909, 3.0116, 0.8226], [4.1093, 0.6480, -2.8103], [5.2049, 2.2722, -1.2176], [1.9824, -0.1519, -3.6917], [2.0122, -1.4122, -2.4335], [0.5210, 3.0350, 1.0575], [1.9293, 2.7452, 2.2284], [-2.3791, 2.6192, -1.4538], [-1.5866, 2.8451, -0.7078], [-1.4241, 3.7950, -0.5952], [-3.3245, 0.9481, -1.5404], [-3.1141, 1.7281, -2.1912], [-3.8798, 1.8687, -2.7807], [-0.5291, 0.6720, -4.0390], [-0.1755, 0.1929, -4.9613], [-1.6099, 0.8543, -4.1012], [-0.0160, 1.6324, -3.9056], [-0.4998, -2.0628, -3.4007], [-1.5682, -2.2882, -3.2818], [-0.2453, -2.0430, -4.4695], [0.0833, -2.8388, -2.8876], [1.6369, -0.0717, 3.0829], [2.1591, 0.5006, 3.8623], [1.1618, -0.9525, 3.5397], [2.3570, -0.4217, 2.3335], [-0.3408, 1.8256, 3.7313], [-1.0729, 1.1698, 4.2218], [0.4534, 2.0859, 4.4454], [-0.8602, 2.7363, 3.4030], [-3.2589, -0.4147, -0.1210]]
}

Computed energies relative to the best structure, in hartree: run one 0.1493; run two 0.0000

Run one
{
  "formula": "C9H16N4O5",
  "method": "the ωB97M-V functional and the def2-TZVPD basis",
  "spin_multiplicity": 1,
  "smiles": "NC(=O)CC[C@H](NC(=O)[C@@H](N)CC(N)=O)C(=O)O",
  "charge": 0,
  "orbital_gap_ha": 0.3590,
  "homo_ev": -9.56,
  "lumo_ev": 0.21,
  "symbols": ["C", "C", "C", "C", "C", "C", "C", "C", "C", "H", "H", "H", "H", "H", "H", "H", "H", "H", "H", "H", "H", "H", "H", "H", "H", "N", "N", "N", "N", "O", "O", "O", "O", "O"],
  "xyz": [[-1.8947, -0.2274, 0.7471], [-1.3902, -0.5701, -0.6734], [-3.3306, -0.7503, 0.9144], [-4.3042, -0.0226, 0.0114], [0.9868, 0.1438, -0.1093], [1.3366, 1.6240, -0.4204], [2.2054, -0.7685, -0.2834], [3.3168, -0.4855, 0.7462], [4.7229, -0.5520, 0.1547], [-1.7583, 1.4153, 2.0037], [-2.5919, 1.6677, 0.6566], [-1.2391, -0.7736, 1.4627], [-3.3468, -1.8451, 0.7385], [-3.6483, -0.5551, 1.9173], [-5.6434, -0.3423, -1.4472], [-4.7031, -1.6694, -1.1312], [0.1412, -0.5270, -1.9404], [0.6346, 0.0969, 0.9117], [1.8576, -1.8055, -0.2360], [2.6025, -0.6264, -1.3137], [3.2881, -1.2122, 1.5486], [3.2009, 0.5261, 1.2117], [4.2672, 1.0922, -1.0227], [5.8889, 0.4529, -1.2128], [-0.4163, 2.0222, 0.2644], [-1.7496, 1.2070, 1.0051], [-5.0937, -0.8015, -0.7791], [-0.1015, -0.2893, -0.9695], [4.9567, 0.3738, -0.8144], [-2.1376, -1.0749, -1.4957], [-4.4190, 1.1903, 0.0467], [2.4076, 1.9449, -0.9053], [5.5533, -1.3565, 0.5421], [0.4010, 2.4982, -0.1285]]
}

Run two
{
  "formula": "C9H16N4O5",
  "method": "the ωB97M-V functional and the def2-TZVPD basis",
  "spin_multiplicity": 1,
  "charge": 0,
  "orbital_gap_ha": 0.3618,
  "homo_ev": -9.96,
  "lumo_ev": -0.12,
  "symbols": ["C", "C", "C", "C", "C", "C", "C", "C", "C", "H", "H", "H", "H", "H", "H", "H", "H", "H", "H", "H", "H", "H", "H", "H", "H", "N", "N", "N", "N", "O", "O", "O", "O", "O"],
  "xyz": [[1.0819, 0.1679, 1.1413], [-0.0083, 1.1393, 1.3806], [1.3593, -0.5559, 2.4410], [1.9601, -2.0222, 2.1555], [-1.6970, -0.1925, 0.0203], [-1.5640, -1.4137, 0.9622], [-1.1959, -0.2005, -1.3933], [-1.3302, 1.3348, -1.9179], [-0.7220, 1.3449, -3.4602], [2.3935, 1.1731, -0.0874], [2.3614, 1.6279, 1.5635], [0.6809, -0.5446, 0.3276], [2.0730, 0.1976, 3.1842], [0.4468, -0.9523, 2.9173], [3.5481, -1.0112, 1.0892], [3.7230, -2.7330, 1.4698], [-1.8388, 1.6958, 1.1927], [-2.8258, 0.0564, -0.0425], [-0.1226, -0.7264, -1.3966], [-1.8366, -0.8977, -2.1148], [-2.6138, 1.6779, -1.7643], [-0.4831, 2.0641, -1.2859], [-3.0033, 1.1555, -4.2556], [-1.7130, 1.8701, -5.6070], [-0.2838, -2.7832, 1.4153], [2.4267, 0.8208, 0.8966], [3.2824, -1.9170, 1.7449], [-1.2183, 0.9533, 0.8287], [-1.7794, 1.7351, -4.3660], [0.2348, 2.1396, 2.1052], [1.1040, -2.9176, 2.2156], [-2.4487, -1.6024, 1.8412], [0.5536, 1.5233, -3.7894], [-0.5451, -2.2075, 0.5880]]
}

Computed energies relative to the best structure, in hartree: run one 0.0000; run two 0.3008